(1)
Density functional theory data (ωB97M-V/def2-TZVPD) for 2 unconnected molecules or ions with the total composition C9H14O in a non-equilibrium geometry.

Last column: Löwdin charge in e.
Positions of all 24 atoms, in Å:
C: 0.11722 -3.24458 -0.28044  -0.305
C: -1.32851 -2.84129 -0.21499  -0.085
O: 0.61690 -2.66055 -1.50503  -0.103
H: 0.69627 -2.81742 0.54454  0.102
H: 0.30188 -4.30546 -0.31620  0.101
H: -1.93222 -3.35188 -0.97271  0.079
H: 1.44473 -3.06662 -1.77024  0.073
H: -1.38797 -1.84551 -0.62278  0.063
H: -1.75205 -2.91659 0.77851  0.075
C: 2.27944 0.74961 0.95782  -0.055
C: -1.67387 2.07122 -0.11158  -0.094
C: -0.74309 1.70553 -1.08595  -0.100
C: -1.23011 2.10406 1.19653  -0.095
C: 0.54514 1.30822 -0.80601  -0.048
C: 0.07657 1.76029 1.52304  -0.059
C: 0.94276 1.29963 0.53416  -0.280
H: -2.61026 2.43334 -0.47910  0.093
H: -1.10862 1.81008 -2.10527  0.102
H: -1.88047 2.29325 2.04870  0.101
H: 1.29135 0.98973 -1.52233  0.114
H: 0.39714 1.70378 2.55527  0.105
H: 2.41653 -0.28008 0.61010  0.075
H: 2.38217 0.66552 2.03152  0.068
H: 3.09476 1.32724 0.54276  0.076

For the electronic energy, the calculation gives -11606.9781 eV. The calculation puts the energy above the lowest of the compared OMol25 structures with the same formula, charge and spin at 0.659 eV. As for the structure (SMILES): Cc1ccccc1.CCO. The value obtained for the LUMO energy is 0.874 eV. As for the HOMO-LUMO gap: 9.793 eV.

(2)
Density functional theory data (ωB97M-V/def2-TZVPD) for a single C2H3NO molecule in a non-equilibrium geometry.

Last column: Löwdin charge in e.
Positions of all 7 atoms, in Å:
C: -1.54598 0.15883 0.29035  -0.055
C: 0.88862 -0.03457 -0.03463  -0.195
N: -0.26521 0.13770 0.74823  -0.003
O: -2.83474 0.20515 -0.09646  -0.011
H: 0.96355 -1.07224 -0.48428  0.093
H: 1.80382 -0.06403 0.52591  0.059
H: 0.98995 0.66915 -0.94912  0.112

For the electronic energy, the calculation gives -5657.6881 eV. The calculation puts the energy above the lowest of the compared OMol25 structures with the same formula, charge and spin at 2.217 eV. As for the structure (SMILES): CN=C=O. The value obtained for the LUMO energy is 0.341 eV. As for the HOMO-LUMO gap: 10.662 eV.

The lowest electronic energy belongs to which entry?
C9H14O

What is the formula in the first record?
C9H14O

The highest HOMO-LUMO gap belongs to which entry?
C2H3NO